C7H11NO2S | ωB97M-V/def2-TZVPD

Summary:
ΔE to the lowest compared entry with this formula, charge and spin: 64.27 kcal/mol
HOMO-LUMO gap: 0.37777 Ha

The geometry in XYZ format:
```
22
C7H11NO2S, DFT ωB97M-V/def2-TZVPD
C 0.4405 1.6866 -0.9167
C -0.8589 1.3017 -0.3134
C 0.5467 0.5714 1.2153
C -0.4587 -0.0002 0.3036
C 1.4651 1.1495 0.1187
C 0.2060 -1.4116 -0.0997
C -0.5846 -2.6704 0.1147
N 1.4467 -1.5670 -0.0446
O 3.3452 -0.4640 -1.3264
O 3.4998 -0.3257 1.0345
S 2.5746 -0.2634 -0.0899
H 0.5536 0.9645 -1.7984
H 0.6947 2.7015 -1.4535
H -1.4659 2.0878 0.1385
H -1.5699 1.0811 -1.1606
H 0.2758 1.4472 1.9066
H 1.0665 -0.1557 1.7961
H -1.4287 -0.3258 0.8190
H 2.2299 1.8132 0.5634
H -1.6346 -2.3729 0.2391
H -0.1665 -3.2645 0.9262
H -0.6062 -3.4354 -0.7587
```

C6H12O2 | ωB97M-V/def2-TZVPD

Summary:
Multiplicity: 2
Total charge: +1
ΔE to the lowest compared entry with this formula, charge and spin: 51.07 kcal/mol
HOMO-LUMO gap (spin up / spin down): 0.31933 / 0.21721 Ha

The geometry in XYZ format:
```
20
C6H12O2, DFT ωB97M-V/def2-TZVPD
C -1.1723 -2.1791 -0.6317
C -0.1714 -3.0325 -0.4466
C -0.5953 0.1463 0.0949
C -1.2387 -1.0523 0.3437
C 0.2716 2.2162 1.0281
C -0.6386 1.2031 1.0423
H -1.9528 -2.2295 -1.3876
H -0.0661 -3.9165 -1.0643
H 0.4396 -2.9054 0.4379
H -0.0131 0.3821 -0.7859
H -1.5324 -1.2889 1.3682
H 0.9679 2.4471 0.2322
H 0.3453 2.9079 1.8562
H -1.4130 1.0711 1.7945
H 0.7541 6.1016 2.5029
H -0.5117 5.3445 2.7370
O 0.4417 5.1885 2.6477
H 1.8479 -3.7535 -4.6351
H 1.9561 -3.4768 -3.1345
O 2.2811 -3.1739 -3.9999
```

C28H28ClN5PRuS | ωB97M-V/def2-TZVPD

Summary:
Total charge: +3
ΔE to the lowest compared entry with this formula, charge and spin: 8.06 kcal/mol
HOMO-LUMO gap: 0.21448 Ha

The geometry in XYZ format:
```
65
C28H28ClN5PRuS, DFT ωB97M-V/def2-TZVPD
Ru 1.1256 -0.5852 0.4392
N -0.1681 -0.4004 2.1648
C -0.5896 0.9894 2.3791
C -0.8733 1.4580 3.6449
C -1.2756 2.7816 3.7919
C -1.3944 3.6102 2.6845
C -1.1049 3.1283 1.4161
C -0.7058 1.8040 1.2563
P -0.2956 1.0744 -0.3470
C 0.3181 2.4105 -1.3499
C 1.6018 2.8861 -1.0711
C 2.1009 3.9733 -1.7569
C 1.3115 4.6003 -2.7208
C 0.0336 4.1378 -2.9902
C -0.4733 3.0413 -2.3112
C -1.7681 0.3369 -1.0729
C -2.8781 0.0538 -0.2690
C -3.9642 -0.6313 -0.8000
C -3.9496 -1.0325 -2.1293
C -2.8509 -0.7502 -2.9355
C -1.7598 -0.0732 -2.4129
H -1.0003 -0.9806 2.0591
H 0.2874 -0.7193 3.0207
H -0.7975 0.8095 4.5100
H -1.4971 3.1646 4.7789
H -1.7078 4.6371 2.8114
H -1.1819 3.7793 0.5542
H 2.2129 2.4104 -0.3072
H 3.0942 4.3424 -1.5422
H 1.6965 5.4574 -3.2563
H -0.5783 4.6351 -3.7302
H -1.4774 2.7013 -2.5249
H -2.9162 0.4032 0.7559
H -4.8325 -0.8247 -0.1848
H -4.8078 -1.5416 -2.5475
H -2.8582 -1.0366 -3.9792
H -0.9217 0.1734 -3.0554
C -1.4607 -4.3372 -2.0648
C -0.4096 -3.3975 -2.5102
N 0.1015 -3.3017 -3.6900
N 1.0136 -2.2853 -3.6273
C 1.0855 -1.7297 -2.4261
S 1.9474 -0.3794 -1.8606
N 0.2012 -2.4454 -1.6871
N -0.1190 -2.0778 -0.3619
H -1.7756 -4.9306 -2.9201
H -2.3289 -3.7994 -1.6772
H -1.0886 -5.0175 -1.2964
H 1.5444 -2.0398 -4.4526
H -1.0921 -1.7416 -0.3726
H -0.0650 -2.9196 0.2153
Cl 1.9642 -4.1975 2.3068
C 2.3088 -2.5759 2.7111
C 2.2109 -2.1516 4.0242
C 2.4641 -0.8160 4.3472
C 2.7794 0.1318 3.3696
C 2.9322 -0.2923 2.0682
C 2.7477 -1.6642 1.7022
C 2.9562 -2.0059 0.3508
H 1.9476 -2.8594 4.7998
H 2.3913 -0.5107 5.3844
H 2.9252 1.1695 3.6375
H 3.2383 0.4073 1.2780
H 2.7451 -3.0097 0.0023
H 3.6801 -1.4470 -0.2232
```

C6H19BO4PS | ωB97M-V/def2-TZVPD

Summary:
Total charge: -1
HOMO-LUMO gap: 0.24839 Ha

The geometry in XYZ format:
```
32
C6H19BO4PS, DFT ωB97M-V/def2-TZVPD
O 1.0610 -1.0075 3.8053
C 0.4465 -0.4171 2.7434
O 1.2324 0.5326 1.9346
C -1.1301 -0.8149 2.5166
B -2.0435 0.4381 1.8774
P -3.8876 -0.1894 2.0215
S -4.8581 0.4834 0.4712
H 1.7147 0.0369 1.1842
H -1.5858 -0.9838 3.6066
H -1.3100 -1.8015 1.9115
H -1.8938 1.4488 2.4753
H -1.7632 0.6207 0.7275
H -3.8227 -1.6459 1.8560
H -4.5142 0.2048 3.2598
C -0.8219 -2.0069 -1.5265
C 0.6632 -1.7098 -1.5444
O 1.1105 -1.3943 -0.2341
H -1.3818 -1.1464 -1.1458
H -1.1836 -2.2476 -2.5302
H -1.0407 -2.8487 -0.8615
H 0.8748 -0.8544 -2.1927
H 1.2311 -2.5701 -1.9117
H 0.9257 -2.1634 0.3319
C 3.1203 1.6301 -2.0438
C 2.1960 2.7557 -2.4597
O 0.9147 2.5718 -1.8759
H 2.7121 0.6626 -2.3539
H 4.1114 1.7546 -2.4892
H 3.2249 1.5972 -0.9544
H 2.0768 2.7713 -3.5471
H 2.5909 3.7255 -2.1417
H 1.0303 2.5678 -0.9102
```

H9O8S | ωB97M-V/def2-TZVPD

Summary:
Total charge: -1
ΔE to the lowest compared entry with this formula, charge and spin: 0.00 kcal/mol
HOMO-LUMO gap: 0.17462 Ha

The geometry in XYZ format:
```
18
H9O8S, DFT ωB97M-V/def2-TZVPD
O -0.3390 -0.5361 1.2792
H -0.4100 -1.3711 1.0292
H -0.6460 -0.0241 0.5222
H 0.5520 -0.2211 1.3802
S -1.7580 0.7979 -1.8538
O -1.0140 0.9599 -0.6648
O -1.1870 1.7049 -2.8308
O -1.5730 -0.5371 -2.2098
O -3.1680 1.0449 -1.5378
O 0.2490 3.0049 0.2152
H -0.2070 2.1889 -0.0958
H 0.5440 3.3279 -0.7158
O 2.3170 -0.1021 0.6502
H 3.0690 -0.5021 1.0812
H 2.5160 0.9109 0.8672
O 0.1840 -3.2481 0.9882
H 1.0550 -3.3141 0.6342
H -0.1840 -4.0841 1.2622
```

C23H52F4N6O8P2S | ωB97M-V/def2-TZVPD

Summary:
HOMO-LUMO gap: 0.27954 Ha

The geometry in XYZ format:
```
96
C23H52F4N6O8P2S, DFT ωB97M-V/def2-TZVPD
C -1.2740 -3.8193 1.4874
S -0.6792 -2.1689 1.0801
O 0.2903 -1.7903 2.0769
O -1.7611 -1.2263 1.1535
C 0.0083 -2.0221 -0.6426
C 1.5770 -1.9892 -0.7427
C 2.3389 -2.9965 0.1488
C 3.7599 -3.2086 -0.4962
C 3.7360 -4.1116 -1.7530
O 3.7687 -3.3138 -2.9444
O -0.3146 -0.6528 -0.9239
C -0.2799 -0.4570 -2.2742
O -0.1352 0.5137 -2.8301
O -0.4893 -1.7074 -2.8198
C -0.7313 -2.7459 -1.8351
C -0.0013 -3.9304 -2.5273
C 0.0475 -5.2306 -1.7221
F -1.1740 -5.8913 -1.6787
C -2.2824 -2.7969 -1.8441
F -2.6503 -3.0481 -3.1138
F -2.8564 -1.6617 -1.5208
F -2.8067 -3.7723 -1.1110
H -1.0598 -4.0271 2.5437
H -0.9023 -4.6172 0.8332
H -2.3714 -3.7802 1.4081
H 1.8776 -2.0148 -1.7994
H 1.8529 -0.9867 -0.3807
H 2.5396 -2.6151 1.1582
H 1.8532 -3.9797 0.2716
H 4.0742 -2.1996 -0.8209
H 4.4400 -3.5822 0.2814
H 4.6287 -4.7620 -1.7365
H 2.8434 -4.7646 -1.7480
H 3.0950 -3.6141 -3.5670
H 0.9990 -3.5990 -2.8196
H -0.5596 -4.1458 -3.4513
H 0.7428 -5.9125 -2.2459
H 0.4213 -5.1341 -0.6938
O 4.1165 0.1291 -0.8596
P 4.6654 1.4483 -1.3823
N 3.1600 2.0339 -1.9985
C 2.9279 2.8285 -3.1883
C 2.1295 2.2638 -0.9882
N 5.6085 0.7547 -2.6472
C 5.5256 1.1322 -4.0447
C 5.9133 -0.6709 -2.5569
N 5.4830 2.9833 -1.6606
C 6.9502 2.9080 -1.4222
C 5.0117 4.0716 -0.7694
H 3.3256 3.8512 -3.1280
H 1.8574 2.9153 -3.3842
H 3.3263 2.3598 -4.0844
H 2.3281 3.1518 -0.3730
H 2.0594 1.4107 -0.3091
H 1.1411 2.3779 -1.4331
H 4.6509 0.6878 -4.5350
H 6.4149 0.7904 -4.5841
H 5.5118 2.2140 -4.1779
H 5.0624 -1.2895 -2.8625
H 6.1978 -0.9468 -1.5429
H 6.7644 -0.9235 -3.1957
H 7.1756 2.5973 -0.3980
H 7.4089 3.8826 -1.6003
H 7.4402 2.2164 -2.1013
H 5.0458 3.7805 0.2835
H 3.9941 4.3774 -1.0080
H 5.6226 4.9650 -0.9014
O -6.6501 0.0184 3.5169
P -6.1798 1.4381 3.2652
N -4.6291 1.0088 2.6342
C -3.3723 1.7125 2.7998
C -4.6526 0.2459 1.3857
N -6.0542 1.8768 4.9309
C -4.8677 2.4277 5.5557
C -6.7593 1.0448 5.8992
N -5.9859 3.1379 2.8412
C -7.0761 3.9955 3.3795
C -5.9997 3.3836 1.3794
H -3.3350 2.6873 2.2927
H -2.5480 1.1165 2.4028
H -3.1150 1.8620 3.8455
H -4.9351 0.8629 0.5208
H -5.3703 -0.5758 1.4444
H -3.6836 -0.2056 1.1755
H -4.1207 1.6526 5.7659
H -5.1255 2.9038 6.5078
H -4.4177 3.2188 4.9560
H -6.2152 0.1159 6.1090
H -7.7562 0.7912 5.5453
H -6.8934 1.5817 6.8429
H -8.0568 3.6757 3.0148
H -6.9158 5.0347 3.0846
H -7.1014 3.9917 4.4654
H -6.8783 2.9441 0.8996
H -5.1094 2.9862 0.8943
H -5.9912 4.4543 1.1716
```

C10H4BFN4O7S2 | ωB97M-V/def2-TZVPD

Summary:
HOMO-LUMO gap: 0.31093 Ha

The geometry in XYZ format:
```
29
C10H4BFN4O7S2, DFT ωB97M-V/def2-TZVPD
N -4.0214 -1.2168 -0.6906
C -3.2520 -0.7520 -1.4250
O -2.2824 -0.2294 -2.1510
C -1.1925 -0.0488 -1.2819
C -0.4215 -1.1240 -0.9667
C 0.6629 -1.0379 -0.0757
C 0.9296 0.1957 0.4954
B 2.1122 0.3916 1.5559
N 1.9742 -0.1639 2.9013
O 3.2437 1.1089 1.2339
C 0.1601 1.3069 0.1628
N 0.4612 2.5933 0.7376
C 1.2252 3.1701 -0.0309
S 2.0132 3.9641 -1.1016
C -0.9224 1.2024 -0.7281
S -1.9930 2.5445 -1.2015
O -1.9715 2.7242 -2.6079
O -1.6861 3.7340 -0.4939
F -3.4648 2.1309 -0.7842
C 1.3270 -2.3978 0.1097
O 2.2981 -2.6467 0.7463
N 0.5157 -3.3074 -0.6750
O -0.1183 -4.1171 0.3074
C -0.4818 -2.5794 -1.4243
O -1.1842 -3.0315 -2.2691
H 1.1710 -0.7883 2.9122
H 1.7319 0.5921 3.5431
H 3.5161 1.5472 2.0518
H -0.5120 -3.5388 0.9831
```

C12H30IN2O4 | ωB97M-V/def2-TZVPD

Summary:
Total charge: -1
ΔE to the lowest compared entry with this formula, charge and spin: 0.00 kcal/mol
HOMO-LUMO gap: 0.26700 Ha

The geometry in XYZ format:
```
49
C12H30IN2O4, DFT ωB97M-V/def2-TZVPD
I 34.7022 -20.9367 2.9135
C 39.2156 -20.3806 1.8273
O 38.7298 -19.0470 1.7004
C 37.7345 -18.9408 0.7113
C 37.0805 -17.5799 0.8192
N 36.0121 -17.6624 1.8098
C 35.1932 -16.5244 2.0371
C 34.2440 -16.7269 3.2096
O 34.9987 -16.8252 4.4084
C 34.1768 -16.7456 5.5458
H 39.9256 -20.3332 2.6498
H 39.7206 -20.7322 0.9216
H 38.3470 -21.0001 2.0711
H 37.0194 -19.7676 0.7805
H 38.1983 -19.0274 -0.2862
H 36.6410 -17.2662 -0.1398
H 37.8199 -16.8626 1.1864
H 35.6103 -18.5930 1.8942
H 34.5259 -16.2907 1.1776
H 35.8209 -15.6331 2.1447
H 33.7408 -17.6936 3.0567
H 33.4575 -15.9651 3.2492
H 34.7774 -16.6624 6.4545
H 33.5915 -17.6683 5.6665
H 33.5192 -15.8684 5.4961
C 35.7920 -27.2763 4.3843
O 36.7679 -27.3334 3.3837
C 36.5319 -26.4368 2.2802
C 36.1733 -25.0117 2.6727
N 36.0452 -24.1850 1.4557
C 37.3450 -23.7981 0.9301
C 37.1810 -23.0906 -0.4199
O 38.4772 -22.7438 -0.8852
C 38.4675 -21.9201 -2.0063
H 36.1129 -27.8956 5.2259
H 34.8243 -27.6425 4.0265
H 35.6738 -26.2868 4.8378
H 35.7402 -26.8916 1.6718
H 37.4576 -26.5322 1.7182
H 36.8602 -24.6250 3.4373
H 35.1686 -24.9487 3.0996
H 35.5643 -23.3249 1.7130
H 37.9540 -24.6717 0.6892
H 37.9509 -23.1596 1.5824
H 36.6259 -22.1564 -0.2486
H 36.6550 -23.7142 -1.1481
H 37.8026 -22.2830 -2.8051
H 39.4809 -21.8716 -2.4088
H 38.1402 -20.8929 -1.7830
```

C32H29MnN5O4PS | ωB97M-V/def2-TZVPD

Summary:
Multiplicity: 5
ΔE to the lowest compared entry with this formula, charge and spin: 6.71 kcal/mol
HOMO-LUMO gap (spin up / spin down): 0.26267 / 0.28523 Ha

The geometry in XYZ format:
```
73
C32H29MnN5O4PS, DFT ωB97M-V/def2-TZVPD
Mn -0.5198 -0.9678 -1.5502
O 0.4748 -0.0304 -2.8875
C 1.6767 0.4327 -2.7527
C 2.1603 1.4070 -3.6825
C 3.3226 2.1170 -3.3909
C 4.1336 1.7950 -2.2940
C 3.7650 0.7235 -1.5070
C 2.5432 0.0609 -1.6957
C 2.2728 -1.1327 -0.9336
N 1.1272 -1.7502 -0.9399
N 1.0435 -3.0303 -0.3792
C -0.1317 -3.5416 -0.5977
O -0.9510 -2.9471 -1.3656
C -0.5261 -4.8209 0.0924
C -1.8123 -5.2241 -0.1452
C -2.4812 -6.2025 0.6204
C -1.7945 -6.7212 1.6843
C -0.4401 -6.3582 1.9104
C 0.1994 -5.4661 1.1068
H 1.6532 1.5745 -4.6063
H 3.5732 2.9117 -4.1137
H 4.9764 2.3308 -1.9502
H 4.4986 0.4488 -0.7346
H 3.0413 -1.6885 -0.4408
H -2.3342 -4.6836 -0.9391
H -3.5410 -6.4155 0.3840
H -2.3072 -7.3515 2.4108
H 0.0683 -6.8004 2.7976
H 1.1777 -5.1083 1.3870
O -4.0536 0.7315 -2.5600
C -3.0334 0.5388 -1.9359
O -2.3136 -0.5472 -2.0904
C -2.5975 1.6421 -0.9045
P -0.7608 1.6762 -0.7288
C -0.3546 3.0927 -1.8029
C 0.0885 4.2881 -1.2812
C 0.3240 5.3647 -2.1625
C 0.1208 5.2806 -3.5323
C -0.2845 4.0501 -4.0046
C -0.5445 2.9507 -3.1604
C -0.4162 2.2996 0.8800
C 0.9236 2.2680 1.4053
C 1.2400 2.8638 2.6223
C 0.2526 3.2923 3.4815
C -1.0970 3.2367 3.0354
C -1.3685 2.7395 1.7826
H -3.0462 1.4071 0.0739
H -2.8999 2.6164 -1.2879
H 0.2999 4.4421 -0.2123
H 0.6723 6.2924 -1.7558
H 0.2129 6.1964 -4.1011
H -0.3673 3.8992 -5.0748
H -0.7326 1.9375 -3.5799
H 1.7269 1.9353 0.7843
H 2.2749 2.9292 2.9312
H 0.5223 3.7577 4.4482
H -1.8776 3.6102 3.6141
H -2.4003 2.9088 1.4765
C 1.7825 -0.5252 3.8730
C 0.7208 -1.6090 3.9067
C -0.2468 -1.6163 2.7378
N -0.0393 -1.0083 1.5903
N -1.0667 -1.0864 0.7114
C -2.0959 -1.7237 1.2055
N -3.2294 -1.9890 0.4523
S -1.8702 -2.2319 2.8782
H 2.4021 -0.6274 4.7980
H 1.4017 0.4941 3.9441
H 2.3996 -0.5930 3.0145
H 0.1218 -1.5125 4.8389
H 1.1921 -2.5675 4.0185
H -3.1355 -1.8166 -0.5189
H -3.7157 -2.8488 0.7026
```

C6H12P | ωB97M-V/def2-TZVPD

Summary:
Total charge: +1
ΔE to the lowest compared entry with this formula, charge and spin: 55.57 kcal/mol
HOMO-LUMO gap: 0.33587 Ha

The geometry in XYZ format:
```
19
C6H12P, DFT ωB97M-V/def2-TZVPD
C 0.4593 0.0276 -1.6322
C -0.4908 -0.4690 -0.8446
C 1.8724 0.2175 -1.2917
C 2.7355 0.6980 -2.2747
C 0.1487 0.2468 1.9015
C -2.4406 -0.3262 1.2319
P -0.8510 -0.8050 0.8877
H 0.2386 0.0237 -2.6585
H -1.5515 -0.4507 -1.2637
H 2.3200 0.0103 -0.2611
H -0.7830 -2.2572 1.1280
H 2.3695 1.0936 -3.2830
H 3.6658 1.1236 -1.9529
H 1.2297 0.1956 2.0117
H -0.3916 -0.0883 2.8527
H 0.0341 1.4020 1.7087
H -3.1304 -0.5731 0.3428
H -2.5203 0.7400 1.2513
H -2.9143 -0.8093 2.1461
```

C3H8ClPS | ωB97M-V/def2-TZVPD

Summary:
ΔE to the lowest compared entry with this formula, charge and spin: 82.39 kcal/mol
HOMO-LUMO gap (spin up / spin down): 0.17522 / 0.17806 Ha

The geometry in XYZ format:
```
14
C3H8ClPS, DFT ωB97M-V/def2-TZVPD
C -1.1925 -0.1124 -1.4435
C 1.8598 0.6106 0.6087
C -1.0053 -0.5132 -0.0022
P 0.0706 0.8177 0.9226
S -0.3488 2.6644 0.5892
Cl -0.1848 -2.5634 2.3078
H -1.6396 0.8417 -1.5370
H -0.2359 -0.2022 -1.8910
H -1.7311 -1.0674 -1.9705
H 2.2621 -0.2388 0.9222
H 1.8592 0.4474 -0.3964
H 2.4709 1.4187 1.0129
H -0.4061 -1.3825 0.1592
H -1.7785 -0.7207 0.7180
```

C4H12N2O | ωB97M-V/def2-TZVPD

Summary:
ΔE to the lowest compared entry with this formula, charge and spin: 84.82 kcal/mol
HOMO-LUMO gap: 0.33701 Ha

The geometry in XYZ format:
```
19
C4H12N2O, DFT ωB97M-V/def2-TZVPD
N 1.7133 2.2430 0.6629
C 0.8291 0.9875 0.8301
C 1.2576 -0.2710 0.0023
N 0.3724 -1.4634 0.0466
C -0.8435 -1.5531 -0.9333
C -1.6046 -0.3127 -0.9146
O -1.5990 0.0580 0.4338
H -2.3918 0.6360 0.4653
H 2.5271 1.9829 0.1243
H 1.4211 2.9932 0.1804
H 0.8327 0.8776 1.8373
H -0.1350 1.2379 0.4414
H 2.1277 -0.8381 0.3328
H 1.3087 -0.0074 -1.0946
H 0.1351 -1.5716 0.9418
H -1.2622 -2.5705 -0.7962
H -0.3763 -1.7399 -1.9456
H -1.1652 0.4327 -1.5456
H -2.6618 -0.4585 -1.2856
```

| no. | DFT total energy (eV) |
| --- | --- |
| 1 | -23854.1308 |
| 2 | -10500.8839 |
| 3 | -72143.8412 |
| 4 | -35519.9173 |
| 5 | -27360.3513 |
| 6 | -90293.4889 |
| 7 | -55789.0643 |
| 8 | -32201.4219 |
| 9 | -100740.6759 |
| 10 | -15696.1929 |
| 11 | -35884.4693 |
| 12 | -9367.5155 |